No. 1
Below is a molecular structure, C25H30IrN3O2S4Si2 in a non-equilibrium geometry, with properties calculated with wB97M-V/def2-TZVPD.

The value obtained for the HOMO energy (alpha / beta) is -3.81 / -3.83 eV. The relative energy (zero: lowest compared OMol25 entry of this formula, charge and spin) comes out at 32.5 kcal/mol. The expectation value of S² is 0.768. The calculation puts the HOMO-LUMO gap (alpha / beta) at 5.74 / 5.70 eV.

ORCA input file:
```
! RIJCOSX wB97M-V def2-TZVPD def2/J DEFGRID3
* xyz -1 2
Ir 0.37085 -0.16727 -0.12135
S -1.02513 1.10759 -2.82756
S 2.05353 -2.08310 -2.27343
S 1.36074 -2.39978 0.79684
S 5.15162 -1.25493 1.84689
Si 1.01460 1.44408 2.75260
Si -1.34567 2.92039 1.01610
O 5.39808 -0.05835 2.61592
O 6.21854 -1.64338 0.95869
N -1.22176 -0.80749 1.20949
N 3.72282 -1.17650 1.02147
N 1.95546 0.44584 -1.37155
C -2.40206 0.30210 2.94100
C 3.37844 -2.92014 2.58698
C 1.14031 -0.21945 3.65239
C -0.30203 3.88171 -0.23769
C 5.34259 -3.18230 3.98705
C 2.90990 -2.10413 1.48215
C -2.93174 -1.96353 2.36741
C -1.94701 -1.90503 1.40403
C 0.77435 2.73251 4.14173
C -1.78816 4.13981 2.41799
C 3.84881 1.29506 -3.24092
C -0.48547 1.35911 1.60298
C 2.55741 1.97696 1.82631
C -2.99633 2.41532 0.22655
C 3.21237 2.20912 -2.40118
C 3.54322 -0.03342 -3.12407
C -0.93164 0.23701 -1.51654
C 3.36143 -4.49867 4.38227
C -1.41237 0.28556 1.95745
C -3.16552 -0.83141 3.14562
C 2.31358 1.74018 -1.48167
C 2.55753 -0.45818 -2.20530
C 4.68557 -2.58234 2.94060
C 4.67348 -4.16074 4.71430
C 2.70822 -3.89719 3.32360
H 1.82194 2.41272 -0.79253
H -3.94024 -0.83972 3.90133
H -3.52653 3.26002 -0.21509
H 1.51334 2.56903 4.92793
H -2.26397 3.63227 3.25832
H 6.35603 -2.89719 4.23892
H 2.43684 2.95969 1.36501
H 4.56775 1.63509 -3.97596
H -1.71602 -2.75068 0.76871
H 4.01327 -0.78186 -3.74300
H 5.16063 -4.64835 5.54802
H -3.50903 -2.86599 2.50701
H -3.65848 1.95104 0.95911
H -0.21755 2.67286 4.59192
H 3.41007 2.02313 2.50231
H 1.68879 -4.15255 3.06778
H 2.84617 -5.24391 4.97590
H -0.79853 4.80668 -0.53643
H 0.45642 -0.26494 4.50251
H -2.81339 1.68379 -0.55960
H 0.89003 -1.04708 2.98973
H -2.55088 1.19518 3.53189
H 2.83467 1.26361 1.05482
H -0.89969 4.64189 2.79965
H -0.14194 3.28695 -1.13677
H 0.67221 4.15067 0.17348
H 0.91042 3.74809 3.76839
H -2.47871 4.90540 2.06011
H 3.41865 3.26779 -2.46233
H 2.15210 -0.39561 4.02157
*
```

No. 2
Below is a molecular structure, C46H71N10O4PSi2 in a non-equilibrium geometry, with properties calculated with wB97M-V/def2-TZVPD.

The value obtained for the HOMO energy is -8.01 eV. The calculation puts the HOMO-LUMO gap at 6.24 eV.

ORCA input file:
```
! RIJCOSX wB97M-V def2-TZVPD def2/J DEFGRID3
* xyz 0 1
P 3.80491 -0.78874 -0.88389
Si -0.25295 0.69821 -3.92524
Si 2.35025 1.38614 -2.79018
O 3.85880 -2.56295 -0.87337
O 5.25156 -0.28132 -1.72254
O 0.86033 1.99138 -3.49847
O 3.78095 -0.36641 0.66329
N -6.56909 -2.95205 1.79875
N 6.03006 7.29723 1.52793
N -6.23860 -7.88672 4.95909
N 0.17799 -4.59435 -2.08757
N 3.06384 6.81610 -2.36938
N 0.91108 3.33634 7.84664
N 6.67808 -3.97060 0.15139
N -5.29042 -2.11214 -6.78121
N 0.85106 2.86590 2.70667
N -4.48272 0.61226 -1.20559
C 2.17429 -0.24980 -1.78871
C -6.40681 0.94585 -0.14349
C 7.99385 7.11948 2.55429
C -1.65004 -1.42293 -2.21953
C 0.07618 4.18329 4.32083
C -4.42163 -2.51345 -8.78749
C 7.23158 6.63793 1.51350
C -1.16498 -0.02603 -2.38791
C 2.87486 3.15859 8.87301
C 1.71083 3.40822 -0.80699
C 1.14357 3.40480 3.93246
C -8.30033 -8.69428 5.15550
C -6.07044 -4.04912 2.45182
C 8.64187 -4.14835 1.17776
C 2.11260 2.67703 7.83221
C 7.87960 -4.62990 0.13696
C 3.02452 2.83828 -1.65387
C -0.39342 3.28407 2.31283
C -0.62856 -4.30700 -4.57315
C 4.31961 7.25121 -2.03434
C 0.89453 4.22592 8.88927
C -7.68468 -3.12063 3.71409
C -4.12084 -2.79667 -6.57616
C 2.80632 8.38193 -0.81282
C -0.41500 -1.82687 -5.56252
C 2.10362 4.13863 9.54228
C -6.74779 -4.17917 3.64355
C -0.89679 4.10645 3.29581
C -7.57643 -9.51921 4.26180
C 0.27998 -5.19176 -3.50019
C -6.39255 -0.37750 -0.64529
C 4.18917 8.22717 -1.07170
C 0.35011 -3.28925 -5.46174
C -5.19153 -0.55754 -1.29419
C -7.55006 -2.37628 2.56342
C 0.58325 -0.62695 -5.06129
C 2.13488 7.49634 -1.62573
C -5.21360 1.53298 -0.50088
C -7.44877 -7.69619 5.57367
C 7.87062 -3.16831 1.84703
C 6.01352 8.18681 2.57056
C 7.22260 8.09953 3.22357
C -6.30546 -8.99917 4.16116
C -3.56185 -3.06229 -7.80627
C 6.66154 -3.08102 1.19402
C -5.47943 -1.93025 -8.12653
H -5.44561 -9.32389 3.59056
H 0.00540 4.74482 5.24333
H 2.34951 9.06532 -0.10870
H -8.06806 -1.48952 2.22350
H -7.94262 -10.39837 3.74754
H -1.43515 -3.72918 -3.95256
H -1.07881 -2.08572 -1.41039
H 0.48249 -3.57516 -2.11823
H -6.26070 -2.61901 0.89453
H 2.85527 6.10388 -3.05704
H -0.81259 2.96257 1.36875
H 8.99656 6.79863 2.80520
H -5.27933 -4.64251 2.01321
H -1.44691 -1.79080 -5.01124
H -3.56376 0.77084 -1.59803
H -7.20114 1.41911 0.41899
H -8.38148 -2.92192 4.51803
H 2.98462 -2.83194 -0.42404
H -5.42348 -7.29901 5.07666
H -3.78816 -3.03691 -5.57525
H 2.09720 3.99773 0.15422
H 9.64458 -4.46920 1.42866
H -6.34880 -1.40394 -8.49743
H -4.28365 -2.54014 -9.86068
H 1.42208 -5.19063 -3.84184
H 0.55677 -3.70621 -6.55403
H 0.15464 3.18887 7.19114
H -0.07220 -6.32922 -3.52994
H 1.38065 -0.10439 -0.91394
H 7.44135 5.88571 0.76491
H 1.55801 -1.10212 -4.62172
H 3.87757 2.83773 9.12391
H -7.17396 -1.11949 -0.54363
H 1.00165 2.51515 -0.51324
H -4.82378 2.52497 -0.31590
H -2.53543 -1.84294 -2.86042
H 7.51720 8.67875 4.08913
H 3.31771 1.13993 -3.89060
H 1.07833 7.29347 -1.73931
H -6.58433 -4.95263 4.38281
H 1.37121 -3.25777 -4.88645
H 2.08433 3.19004 4.42141
H -5.91570 -1.79067 -6.05367
H 0.02663 4.84419 9.07598
H 1.83755 -1.18421 -2.40807
H 5.27362 7.14977 0.87242
H 5.92164 -4.11806 -0.50411
H 0.92025 -0.04370 -6.04654
H 5.79364 -2.46275 1.38074
H 5.19608 6.83136 -2.50946
H 2.39822 4.71786 10.40784
H -2.63437 -3.59288 -7.97827
H 8.08937 -5.38212 -0.61162
H -1.86112 4.59756 3.27705
H 8.16522 -2.58908 2.71259
H 2.32237 1.92482 7.08362
H 5.00223 8.76827 -0.60535
H 1.05659 4.16391 -1.43181
H 5.90739 -1.04729 -1.55908
H -1.30634 1.32995 -4.76130
H 1.45807 2.25456 2.17616
H -0.64976 -1.64302 -6.71606
H -7.60045 -6.86803 6.25290
H 3.91480 2.50744 -0.97087
H -1.32845 0.70143 -1.45763
H 5.14562 8.80508 2.75727
H -9.33115 -8.81586 5.46203
H -0.81892 -4.63995 -1.73800
H -1.18504 -5.01820 -5.33005
H 3.29944 3.70709 -2.41439
H -4.78227 -1.41523 -1.81114
*
```

No. 3
Below is a molecular structure, C26H79AsF6N17O11 in a non-equilibrium geometry, with properties calculated with wB97M-V/def2-TZVPD.

The value obtained for the HOMO energy is -6.03 eV. The relative energy (zero: lowest compared OMol25 entry of this formula, charge and spin) comes out at 104.7 kcal/mol. The calculation puts the HOMO-LUMO gap at 7.48 eV.

ORCA input file:
```
! RIJCOSX wB97M-V def2-TZVPD def2/J DEFGRID3
* xyz -1 1
As 0.24390 -0.57743 0.66723
F -1.21985 -0.15374 -0.24979
F 1.22130 -0.02823 -0.73391
F 0.24943 1.14156 1.32169
F 0.18273 -2.16251 -0.03749
F -0.84291 -1.05658 2.01922
F 1.74633 -1.01286 1.56202
O 4.81079 3.26411 1.63916
O -6.85357 -1.60752 1.64604
O 0.33439 4.44981 -1.59599
O 1.86773 -0.34889 -5.21417
O -0.12604 -5.74046 3.03146
O -2.64459 4.15814 2.07548
O 2.87647 -0.32164 5.04530
O 3.12468 -3.06986 4.28189
O 5.03741 -2.01834 -1.67805
O -2.45055 -3.08429 -3.90093
O -2.39236 -1.02922 6.24147
N 1.63177 -3.73933 2.75073
N 4.12855 1.89777 0.11832
N -2.27850 -6.05903 2.65421
N -2.63416 -1.67396 4.10759
N 1.85012 -4.90733 4.51843
N -1.36562 -4.48588 1.73542
N 1.17783 0.33433 3.88923
N 1.20902 0.89759 6.03382
N 7.46627 -4.55837 -2.75802
N -0.87556 6.35124 0.65089
N -4.24336 -4.19215 1.11284
N -0.86362 -2.80477 -2.34725
N 2.72048 2.45787 1.74272
N -1.93536 0.23105 4.52587
N -2.79347 4.85368 -0.95462
N -2.44894 -1.32465 -2.62461
N 2.58495 2.00091 -6.74905
C 6.95880 -3.37108 -2.11338
C -1.58520 3.74966 2.92565
C 1.23515 7.45768 0.54613
C -2.29072 -0.86323 5.01593
C 0.23340 6.53903 -0.22406
C -4.06991 2.91059 -1.39924
C 1.19707 1.54288 -6.68699
C -7.09296 -1.36221 3.07300
C 0.71477 3.08836 -1.47599
C -2.89998 3.28954 0.93664
C 7.85937 -2.22061 -2.38830
C 1.82758 0.31523 5.00048
C -1.93954 -2.43640 -3.00501
C 0.86537 -0.21732 -4.17105
C -3.58315 3.90065 -0.32971
C 0.57735 1.75542 -8.04310
C 1.26755 0.00573 -6.48535
C 3.62661 -1.74537 -1.73597
C -6.21954 -2.86619 1.40792
C -4.04498 -1.70413 0.82642
C -4.70687 -2.86564 1.60916
C 2.24478 -3.84824 3.89358
C -1.13033 -5.52406 2.41215
C 3.91020 2.61391 1.22032
C 0.92651 5.20588 -0.52313
C 5.48184 -3.02055 -2.55059
H -2.31977 -4.41093 1.41282
H 2.92982 -2.53501 -1.45480
H -6.39227 -3.18772 0.38084
H 0.29980 2.50802 -0.65190
H -1.88303 4.53240 -1.25122
H -4.28485 -0.74726 1.29008
H 0.77539 4.70238 0.43172
H 0.28153 0.78707 3.78070
H 0.39420 1.49028 5.96391
H 3.35724 -1.47231 -2.75625
H 3.01580 1.54135 -5.95956
H -3.10003 -5.73990 2.16090
H 2.25526 -5.15631 5.40949
H -1.58615 5.88186 0.10789
H -2.02808 -1.79992 3.30952
H 5.39818 -2.64376 -3.56996
H 6.95971 -3.42205 -1.02458
H 1.72529 -2.89465 2.20494
H -3.07342 -2.53322 4.40561
H 1.35306 -0.18749 -3.19670
H -1.93698 2.91340 0.59131
H 0.20045 0.64384 -4.23738
H -1.48450 4.50694 3.70314
H 7.38679 -1.35002 -1.93351
H -0.03818 7.04496 -1.15055
H -7.62591 -2.16160 3.58784
H 1.76346 2.97110 -1.20285
H -4.44796 -2.80574 2.66627
H -1.68108 2.77394 3.40196
H -3.21602 5.16392 -1.81792
H 1.31976 7.02720 1.54394
H -4.44198 4.39724 0.12185
H -3.19626 -0.85771 -3.11815
H 1.71095 0.09111 3.06659
H -0.64924 -3.82351 1.47432
H -3.46880 2.41448 1.25099
H -4.66181 3.32886 -2.21337
H 3.42628 1.21201 -0.11966
H 4.73570 2.26740 -0.59921
H 2.01878 1.84164 1.35806
H 4.79204 -3.84435 -2.36719
H 8.86962 -2.39207 -2.01666
H -6.73251 -3.66336 1.94594
H 0.27338 -0.43675 -6.54804
H -0.56523 -2.40213 -1.47035
H 0.20682 -1.08463 -4.12448
H 0.17021 2.76357 -8.12030
H 7.78785 -1.87551 -3.41974
H -2.34631 -6.56985 3.52287
H 0.87704 -4.40715 2.68374
H 0.58320 2.52830 -2.40179
H -3.29021 2.26850 -1.80898
H -4.22781 -1.69291 -0.24809
H 2.45754 3.03600 2.52804
H 1.05175 -5.33074 4.06741
H 1.85994 -0.33259 -7.33547
H 1.71367 0.92184 6.90837
H 3.39718 -0.83687 -1.17914
H -0.38738 1.27669 -8.21105
H 3.15790 1.62732 -7.49218
H -4.18722 -3.98412 0.12610
H 7.06729 -5.31451 -2.22027
H 2.24102 7.49833 0.12821
H -1.62178 1.07029 4.99218
H -2.97663 -1.85533 0.98084
H 1.97942 5.37695 -0.74727
H -6.19758 -1.11544 3.64351
H -0.33588 -3.62656 -2.60465
H -2.13413 -0.66076 -1.93161
H 0.84969 8.47395 0.62815
H -7.78012 -0.53410 3.24667
H -0.59826 3.74687 2.46299
H 7.08319 -4.73913 -3.67490
H -5.12785 -4.67936 1.13330
H -4.73854 2.27407 -0.81968
H 0.57999 2.08291 -5.96887
H 1.26213 1.58992 -8.87485
H -2.06230 0.35543 3.53163
H -0.60113 5.76443 1.42578
*
```

No. 4
Below is a molecular structure, C5H7NO in a non-equilibrium geometry, with properties calculated with wB97M-V/def2-TZVPD.

The value obtained for the HOMO energy (alpha / beta) is -7.77 / -8.02 eV. The relative energy (zero: lowest compared OMol25 entry of this formula, charge and spin) comes out at 132.4 kcal/mol. The calculation puts the HOMO-LUMO gap (alpha / beta) at 7.25 / 7.82 eV.

ORCA input file:
```
! RIJCOSX wB97M-V def2-TZVPD def2/J DEFGRID3
* xyz 0 1
O 0.91221 -1.23938 -0.38338
N 2.08944 0.62166 0.63652
C -0.41328 0.55958 0.93603
C 1.27945 0.11007 -0.21340
C -0.33576 -0.74558 -0.97497
C -1.25461 -0.46914 0.21452
C 0.33568 0.59269 -1.16774
H -0.05887 0.28279 1.93377
H -0.69653 -1.36526 -1.79194
H 2.59096 -0.15354 1.07331
H -1.49486 -1.34723 0.81667
H -0.71228 1.59246 0.89377
H -0.00860 1.55884 -1.44746
H -2.18739 -0.00460 -0.11139
*
```

No. 5
Below is C4H7BrOS in the gas phase in a non-equilibrium geometry, with properties calculated with wB97M-V/def2-TZVPD.

The value obtained for the HOMO energy (alpha / beta) is -8.95 / -7.28 eV. The relative energy (zero: lowest compared OMol25 entry of this formula, charge and spin) comes out at 57.5 kcal/mol. The calculation puts the HOMO-LUMO gap (alpha / beta) at 9.57 / 6.26 eV.

ORCA input file:
```
! RIJCOSX wB97M-V def2-TZVPD def2/J DEFGRID3
* xyz 0 1
Br 1.11083 -2.35576 -1.85670
S 1.87886 1.39534 0.37951
O 2.09388 0.27907 -0.63790
C 0.01068 1.61863 0.44884
C 0.45167 -1.71052 -0.31943
C -0.75183 0.31951 0.59677
C -0.69439 -0.77977 -0.43119
H -0.62915 -0.38644 -1.54173
H -1.61145 -1.35490 -0.29961
H -0.47907 -0.02436 1.56517
H -1.76108 0.59619 0.69500
H -0.33339 2.19335 -0.45079
H -0.23527 2.40454 1.31102
H 0.94972 -2.19487 0.54102
*
```

No. 6
Below is a molecular structure, C17H33AsN4V, with properties calculated with wB97M-V/def2-TZVPD.

The value obtained for the HOMO energy (alpha / beta) is -14.63 / -15.31 eV. The expectation value of S² is 3.760. The calculation puts the HOMO-LUMO gap (alpha / beta) at 8.53 / 9.29 eV.

ORCA input file:
```
! RIJCOSX wB97M-V def2-TZVPD def2/J DEFGRID3
* xyz 2 4
As -0.96077 -1.55493 -1.42516
V -0.10107 0.01571 0.55014
N 1.57377 -1.15038 1.45498
N 1.52968 1.06979 -0.37678
N -1.13554 1.96665 0.20954
N 0.26312 1.05306 2.34102
C -3.49440 -0.31198 -2.07375
C -1.99321 -3.08695 -0.77885
C 1.16577 0.57193 3.20718
C 0.02994 3.02867 3.63257
C 1.30234 -1.39808 -3.25914
C 2.76829 -0.77399 0.64979
C -1.31829 2.67298 1.50353
C -2.17305 -0.72634 -2.71260
C 2.77986 0.71206 0.33043
C 1.70200 -0.80516 2.89463
C -0.25333 2.69764 -0.74105
C 1.54022 1.29188 4.32546
C 0.35432 -2.39537 -2.60085
C 1.21283 2.51524 -0.38704
C -2.58626 -3.96365 -1.87617
C 0.95800 2.53415 4.53859
C -0.29688 2.25483 2.53526
H -1.29556 3.75675 1.36643
H -2.77498 -2.69099 -0.12795
H -4.12344 0.21104 -2.79281
H -3.34482 0.35561 -1.21997
H 1.23469 3.12025 5.40487
H 3.69112 -1.04976 1.16602
H -0.20828 -2.93953 -3.35953
H -0.44358 2.29110 -1.73690
H 1.48572 -2.15966 1.39958
H 2.82898 1.30344 1.24592
H 1.93240 -1.89758 -3.99411
H 2.27312 0.89440 5.01436
H -0.50183 3.76140 -0.76722
H 1.97530 -0.93695 -2.53137
H -1.31776 -3.66309 -0.14244
H 1.61339 0.76059 -1.34310
H 2.73864 -0.89278 3.22860
H -2.33562 -1.44044 -3.52062
H 1.42303 2.91404 0.60644
H 1.12215 -1.53251 3.46732
H -4.05476 -1.17505 -1.71457
H -1.65730 0.13261 -3.14575
H -2.04922 1.90160 -0.22668
H -2.31025 2.42310 1.88660
H -0.42664 3.99860 3.77562
H -3.27001 -3.40682 -2.51708
H 0.90154 -3.13630 -2.01521
H -3.15189 -4.78208 -1.43196
H -1.81366 -4.40634 -2.50372
H 3.66562 0.95819 -0.25881
H 1.83838 3.06446 -1.09350
H 0.76235 -0.60673 -3.78239
H 2.72582 -1.34834 -0.27780
*
```